Record 1
The following is a quantum chemistry calculation of C37H37F3O2P2Pd as an isolated structure at a distorted geometry, from the Open Molecules 2025 dataset.

Properties
- energy above the lowest of the compared OMol25 structures with the same formula, charge and spin (kcal/mol) = 44.3
- total energy (eV) = -73249.5281
- multiplicity = 5
- HOMO level (alpha / beta) (eV) = -12.1403 / -14.2885
- maximum force (eV/Å) = 3.47
- molar mass (g mol⁻¹) = 739.06
- charge = +2

Last column: Mulliken charge in e.
Positions of all 82 atoms, in Å:
Pd -0.01169 0.48066 -1.68034  -0.612
C -1.97580 1.01361 -5.57273  -0.005
C -2.04400 -0.32427 -5.51532  -0.340
C -1.37958 -1.22898 -6.50597  -1.376
C -0.00047 -0.75199 -7.02181  -1.278
C 0.92576 -0.01044 -6.08438  0.375
C 0.83479 1.28584 -5.76746  0.024
C 0.00544 2.23138 -6.60621  -0.921
C -1.46174 1.79362 -6.73693  -1.180
C 1.01585 0.39747 0.17898  -1.657
H -2.41179 1.65409 -4.81124  0.411
H -2.85014 -0.82257 -4.93293  1.368
H -2.04170 -1.35160 -7.37824  0.585
H -1.29096 -2.23429 -6.08568  0.190
H 0.53406 -1.66496 -7.33617  0.508
H -0.17062 -0.15136 -7.92845  0.393
H 1.82950 -0.57921 -5.83076  1.024
H 1.49242 1.76052 -5.04011  -0.263
H 0.41637 2.31258 -7.63388  0.367
H 0.05868 3.24133 -6.16937  0.389
H -2.08026 2.69603 -6.83601  0.502
H -1.58178 1.18223 -7.63427  0.328
H 0.72798 1.33823 0.66377  0.550
H 2.10055 0.26751 0.10090  0.759
H 0.53389 -0.46793 0.66294  0.208
P -1.51906 -0.88843 -2.74276  2.016
P 2.02960 -0.08727 -2.56265  1.916
C -0.14676 -1.57326 -3.71920  -0.534
C 1.21643 -1.33235 -3.58770  -1.940
C -2.37749 -2.34566 -2.12613  0.287
C -2.69454 -3.41638 -2.98798  -0.565
C -3.57118 -4.41393 -2.55534  -0.718
C -4.05045 -4.40959 -1.23985  -0.597
C -3.64588 -3.40094 -0.35824  -0.684
C -2.79907 -2.38222 -0.78509  -0.390
C -2.78093 0.48977 -2.74868  1.183
C -2.32703 1.82172 -2.58166  -0.399
C -3.21334 2.88606 -2.51455  -0.597
C -4.57923 2.63404 -2.66793  -0.862
C -5.04526 1.32751 -2.83330  -0.911
C -4.15401 0.25120 -2.83742  -0.899
C 3.37748 -1.00760 -1.78171  0.460
C 3.08663 -2.25307 -1.18222  -0.479
C 4.12839 -3.07976 -0.75849  -0.734
C 5.45801 -2.66748 -0.92867  -0.506
C 5.74762 -1.39854 -1.44264  -0.627
C 4.71796 -0.56853 -1.87889  -0.355
C 2.66337 1.62390 -2.77374  0.092
C 2.30232 2.58539 -1.79558  -0.440
C 2.61648 3.92952 -1.95746  -0.725
C 3.26804 4.34701 -3.12767  -0.619
C 3.62485 3.40825 -4.10588  -0.557
C 3.44941 2.04208 -3.86634  -0.026
H -0.48521 -2.37076 -4.39066  0.979
H 1.95641 -1.96065 -4.11056  0.856
H -2.26750 -3.46547 -3.99361  0.251
H -3.88178 -5.19760 -3.24660  0.449
H -4.73477 -5.19765 -0.90346  0.392
H -3.99603 -3.40491 0.67352  0.483
H -2.47166 -1.59601 -0.10590  0.365
H -1.24356 2.04698 -2.61551  0.174
H -2.82262 3.89725 -2.36072  0.466
H -5.27044 3.47316 -2.66502  0.465
H -6.11286 1.12697 -2.95103  0.457
H -4.50517 -0.77810 -2.93536  0.490
H 2.04836 -2.57082 -1.07482  0.358
H 3.90907 -4.04309 -0.29402  0.422
H 6.27603 -3.33546 -0.65134  0.405
H 6.78214 -1.04541 -1.50302  0.417
H 4.92770 0.40778 -2.31408  0.317
H 1.74971 2.27195 -0.90539  0.273
H 2.34653 4.65163 -1.17838  0.517
H 3.50174 5.39894 -3.27232  0.446
H 4.03049 3.73039 -5.06825  0.472
H 3.85126 1.30170 -4.56779  0.503
F -3.25714 2.68470 2.16371  -0.240
C -2.84701 1.47914 1.71276  0.555
F -2.21104 0.83488 2.74614  -0.255
F -3.95855 0.74962 1.39085  -0.237
C -1.85428 1.55416 0.49452  0.388
O -1.23943 2.60537 0.26340  -0.616
O -1.78870 0.42910 -0.11401  0.309

Cartesian forces, eV/Å:
Pd -0.14 0.54 2.16
C -0.59 -0.02 0.26
C -1.13 0.26 -0.71
C -0.34 0.14 -0.28
C 0.60 -0.87 0.03
C -0.22 -3.27 -1.14
C -0.40 3.20 -0.57
C 0.25 0.52 0.32
C 0.27 -0.38 -0.34
C 0.81 -0.26 1.34
H -0.33 -0.49 -0.19
H 0.93 0.46 0.01
H 0.18 0.00 0.12
H 0.06 0.16 -0.17
H -0.15 0.48 -0.06
H 0.30 0.07 0.29
H -0.22 0.50 0.03
H -0.20 -0.36 0.09
H 0.16 -0.05 0.49
H 0.13 -0.39 -0.12
H 0.20 -0.28 -0.13
H -0.17 0.38 -0.05
H 0.01 -0.23 -0.27
H -0.34 0.08 0.07
H 0.14 0.30 -0.42
P 0.08 -0.30 0.40
P 0.46 -1.27 0.71
C -1.25 0.02 -0.39
C 1.15 1.03 -0.05
C 0.03 -0.34 0.07
C -0.20 0.14 0.07
C 0.20 0.05 0.06
C 0.03 0.20 -0.10
C 0.07 -0.21 -0.02
C -0.21 0.20 -0.19
C 0.25 0.58 -0.18
C 0.08 -0.42 -0.47
C 0.19 -0.18 -0.03
C -0.03 -0.12 0.03
C 0.01 0.02 0.10
C 0.38 -0.26 -0.10
C 0.00 -0.17 -0.22
C 0.27 0.00 -0.21
C -0.04 0.24 -0.10
C -0.17 0.15 0.05
C 0.00 0.09 -0.04
C -0.43 -0.12 0.11
C -0.06 0.64 0.06
C -0.49 -0.53 -0.20
C 0.46 0.25 -0.30
C -0.33 -0.30 0.17
C 0.24 -0.19 0.22
C -0.73 -0.07 -0.33
H 0.52 0.14 0.39
H -0.54 0.01 0.38
H -0.35 0.04 0.23
H 0.18 0.17 0.21
H 0.32 0.39 -0.16
H 0.13 -0.03 -0.25
H -0.31 -0.16 -0.14
H -0.56 0.08 0.13
H -0.27 -0.40 -0.08
H 0.03 -0.23 0.04
H 0.37 0.14 0.08
H -0.08 0.31 0.03
H 0.25 0.02 0.00
H 0.06 0.31 -0.20
H -0.29 0.25 0.02
H -0.42 -0.24 -0.06
H 0.09 -0.25 0.18
H 0.23 0.27 -0.38
H 0.13 -0.34 -0.36
H -0.15 -0.18 -0.05
H 0.25 -0.06 0.51
H -0.28 0.30 0.10
F 0.50 -1.15 -0.59
C -0.52 -0.09 0.78
F -0.60 0.59 -1.04
F 1.01 0.67 0.29
C 0.26 0.99 -0.01
O -0.65 -1.51 0.15
O 0.92 0.34 -0.09

Record 2
The following is a quantum chemistry calculation of C37H37F3O2P2Ti as an isolated structure at a distorted geometry, from the Open Molecules 2025 dataset.

Properties
- energy above the lowest of the compared OMol25 structures with the same formula, charge and spin (kcal/mol) = 37.1
- total energy (eV) = -92901.5447
- multiplicity = 3
- HOMO level (alpha / beta) (eV) = -4.9028 / -5.0835
- maximum force (eV/Å) = 3.90
- molar mass (g mol⁻¹) = 680.51
- charge = 0

Last column: Mulliken charge in e.
Positions of all 82 atoms, in Å:
Ti -1.05189 1.18278 0.37577  -0.424
C -2.47016 1.03323 -3.52807  -0.274
C -2.22990 -0.21375 -3.06718  -0.475
C -1.13038 -1.14686 -3.48026  0.339
C 0.25867 -0.46355 -3.69575  -1.639
C 0.55137 0.47546 -2.52969  0.364
C 0.07923 1.74064 -2.40041  0.160
C -0.34261 2.46137 -3.67472  -1.525
C -1.58754 1.88524 -4.40133  -0.893
C 1.30085 -0.26509 2.46114  -1.811
H -3.45866 1.49967 -3.33936  0.395
H -2.98051 -0.69669 -2.43156  0.578
H -1.40837 -1.76830 -4.37262  0.480
H -0.96157 -1.87612 -2.65502  -0.453
H 1.02872 -1.26131 -3.69469  0.547
H 0.32353 0.01040 -4.69004  0.429
H 1.33012 0.11249 -1.83935  0.168
H 0.17372 2.35212 -1.44546  0.770
H 0.53774 2.45085 -4.34591  0.304
H -0.50652 3.51300 -3.42563  0.450
H -2.19763 2.74519 -4.69743  0.386
H -1.28592 1.40693 -5.35440  0.368
H 0.43375 0.34029 2.12861  0.538
H 1.73781 0.21660 3.34374  0.637
H 0.92761 -1.27073 2.68593  0.429
P -1.08556 -1.20420 0.24254  0.831
P 2.57053 -0.44558 1.19501  1.768
C 0.43373 -1.79641 -0.38068  0.020
C 1.74939 -1.44697 -0.07792  -1.371
C -2.13381 -2.56005 0.74101  0.078
C -2.47913 -3.55051 -0.20701  -0.461
C -3.36634 -4.56629 0.16444  -0.641
C -3.88849 -4.62234 1.46941  -0.515
C -3.48430 -3.67977 2.42832  -0.617
C -2.63120 -2.63522 2.06783  -0.171
C -2.77472 0.39008 -0.39672  0.756
C -2.44033 1.66781 -0.95618  0.504
C -3.03061 2.83286 -0.41816  -0.418
C -4.29587 2.61466 0.15953  -0.856
C -4.80144 1.32559 0.32633  -0.671
C -4.02822 0.17884 0.13952  -0.424
C 4.06273 -1.35228 1.65278  0.066
C 3.94545 -2.67673 2.12612  -0.425
C 5.07084 -3.50304 2.18328  -0.717
C 6.33211 -3.00930 1.84231  -0.402
C 6.46413 -1.67048 1.47080  -0.634
C 5.34799 -0.83081 1.41461  -0.345
C 2.99785 1.23850 0.67667  0.358
C 2.78835 2.31147 1.56012  -0.245
C 3.03268 3.61652 1.14912  -0.588
C 3.47427 3.88224 -0.14400  -0.548
C 3.71379 2.82338 -1.02452  -0.683
C 3.51500 1.50546 -0.60606  -0.255
H 0.29694 -2.52799 -1.17861  0.756
H 2.55211 -1.99410 -0.61342  0.292
H -2.07911 -3.48981 -1.22278  0.279
H -3.65293 -5.32442 -0.56896  0.384
H -4.59751 -5.41503 1.74297  0.350
H -3.84395 -3.75450 3.45747  0.398
H -2.36965 -1.86401 2.79708  0.305
H -1.60675 1.71060 -1.65800  -0.598
H -2.58242 3.82862 -0.58724  0.398
H -4.86232 3.48818 0.51339  0.374
H -5.82481 1.22079 0.69788  0.340
H -4.36618 -0.80730 0.45632  0.392
H 2.96986 -3.07637 2.40775  0.350
H 4.96980 -4.54929 2.47220  0.370
H 7.21111 -3.65460 1.87810  0.372
H 7.43874 -1.27603 1.19346  0.372
H 5.46572 0.21973 1.14295  0.371
H 2.42140 2.12842 2.57015  0.235
H 2.88203 4.42944 1.85613  0.431
H 3.63738 4.90359 -0.46917  0.415
H 4.03113 3.01227 -2.04987  0.403
H 3.74718 0.66070 -1.26582  0.375
F -2.34787 3.29913 4.44854  -0.242
C -2.19605 1.96573 4.28984  0.630
F -1.37085 1.48167 5.24530  -0.251
F -3.40206 1.36693 4.43789  -0.230
C -1.65370 1.66962 2.82584  0.567
O -1.16860 2.54898 2.05706  -0.598
O -1.82893 0.49771 2.39875  -0.482

Cartesian forces, eV/Å:
Ti 1.49 -1.23 2.71
C -0.72 -1.31 -0.62
C -1.02 0.19 -1.57
C 0.98 -0.50 0.26
C 0.20 -0.16 0.05
C 0.73 0.89 0.24
C 1.76 -0.71 -0.66
C -0.14 0.31 0.52
C -0.08 0.36 -0.41
C 0.35 0.51 0.79
H 0.78 -0.44 0.38
H 0.18 0.37 -0.39
H 0.12 0.65 0.56
H -0.32 0.46 -0.57
H -0.35 0.39 -0.01
H -0.10 0.07 0.42
H -1.07 -0.07 0.20
H 0.69 -0.57 -1.27
H -0.44 -0.03 0.25
H -0.12 -0.02 -0.07
H 0.10 -0.13 -0.15
H -0.13 -0.04 0.60
H 0.73 -0.51 0.15
H -0.24 -0.24 0.09
H 0.02 0.25 0.03
P 3.19 0.69 -0.08
P -2.73 -1.57 -2.30
C -1.90 -1.12 0.97
C 3.00 0.73 0.48
C -0.74 -0.69 -0.50
C -0.47 0.08 0.87
C 0.06 0.02 0.18
C 0.30 0.05 -0.06
C -0.08 -0.13 -0.43
C 0.09 -0.09 -0.63
C -0.58 0.01 -1.03
C -1.88 1.28 0.37
C -0.69 -0.55 -1.00
C 0.40 0.83 0.37
C -1.13 0.07 0.27
C 0.15 0.83 -0.18
C 0.67 -0.15 0.59
C 0.14 0.04 -0.41
C -0.05 0.16 0.12
C -0.22 0.36 -0.08
C -0.08 0.00 0.12
C -0.35 -0.27 -0.25
C 0.57 0.63 0.12
C -0.09 -0.26 -0.20
C 0.07 0.16 0.06
C -0.03 -0.41 -0.05
C -0.07 -0.29 0.13
C -0.19 -0.12 0.21
H 0.62 -0.48 0.30
H -0.54 0.47 -0.01
H -0.18 -0.07 0.32
H 0.03 0.24 0.24
H 0.38 0.36 -0.14
H 0.04 0.06 -0.36
H -0.01 -0.24 -0.34
H -0.78 0.25 0.28
H -0.52 -0.52 0.12
H 0.13 -0.55 -0.15
H 0.27 0.09 0.00
H 0.05 0.23 0.14
H 0.21 0.09 -0.28
H -0.06 0.32 0.05
H -0.29 0.15 -0.06
H -0.14 -0.04 0.17
H -0.03 -0.33 -0.06
H 0.08 0.10 -0.27
H -0.03 -0.12 -0.18
H -0.03 -0.07 0.04
H 0.04 -0.01 0.30
H -0.25 0.39 0.13
F 0.09 -0.86 0.33
C -0.08 0.27 -1.06
F -0.40 0.40 -0.49
F 0.88 0.53 0.08
C -0.74 -1.09 -0.66
O 0.42 0.39 1.21
O 0.09 1.25 1.18